1.
DFT (ωB97M-V/def2-TZVPD) results for C16H22F3O4PReS6Sb as an isolated structure in a non-equilibrium geometry.

ORCA input file:
```
! RIJCOSX wB97M-V def2-TZVPD def2/J DEFGRID3
* xyz -1 2
Re 0.9815 1.7699 0.5230
S -1.6519 1.2773 4.5860
Sb 0.1153 2.6139 3.8712
S -0.7671 4.3982 2.3991
S 1.7349 1.2146 2.7265
S 1.4219 3.6291 5.3920
C -2.1191 0.3644 -5.3885
C -1.6669 1.3323 -4.3138
O -2.3577 0.9449 -3.1151
P -2.4429 1.7318 -1.6945
S -0.0352 3.7087 0.6028
S -0.2575 1.1464 -1.2876
O -3.3054 0.7324 -0.8353
C -4.6330 0.4831 -1.4758
C -5.5783 0.0965 -0.3167
H -1.3276 0.2935 -6.1476
H -3.0486 0.7573 -5.8480
H -2.3366 -0.6135 -4.9415
H -1.9435 2.3899 -4.5050
H -0.5808 1.2385 -4.1906
H -4.5404 -0.4031 -2.1424
H -4.9020 1.3636 -2.0965
H -5.5046 0.8872 0.4440
H -5.3701 -0.8610 0.1007
H -6.6447 0.0639 -0.6638
C 0.3364 -1.6956 3.4359
C 0.3066 -1.2461 1.9855
C -1.1061 -1.7355 1.4480
C 0.2984 0.3188 1.8440
C 1.4330 -1.8826 1.1526
C 1.2075 -2.6828 -0.0132
C 2.3582 -2.9756 -0.7687
C 3.6488 -2.8687 -0.2258
C 3.8796 -2.2482 0.9862
C 2.7287 -1.8220 1.6209
H -0.5991 -1.4241 3.9260
H 1.1297 -1.1952 4.0027
H 0.4989 -2.7982 3.5043
H -1.9572 -1.3789 2.0894
H -1.2030 -2.7951 1.6224
H -1.2047 -1.4928 0.3474
H -0.6578 0.6260 2.2642
H 0.2324 -3.0518 -0.2198
H 2.2831 -3.5552 -1.7267
H 4.5420 -3.2071 -0.8311
H 4.9312 -2.0324 1.2850
H 2.7844 -1.3271 2.6096
F 6.0964 2.0361 0.2044
C 4.9459 1.4306 -0.2899
F 5.1625 1.1844 -1.6194
F 4.8553 0.2732 0.4671
C 3.6570 2.2222 -0.2033
O 3.4949 3.4482 -0.2215
O 2.6773 1.3155 -0.3587
*
```

E_HOMO (spin up / spin down) (eV): -4.8 / -4.8
Energy above the lowest of the compared OMol25 structures with the same formula, charge and spin (eV): 0.6564
HOMO-LUMO gap (spin up / spin down) (eV): 6.3 / 6.5
Strongest force on any atom (Eh/bohr): 0.066

---

2.
DFT (ωB97M-V/def2-TZVPD) results for C16H22IMoN3O7P2 as an isolated structure in a non-equilibrium geometry.

ORCA input file:
```
! RIJCOSX wB97M-V def2-TZVPD def2/J DEFGRID3
* xyz 2 3
Mo 0.3272 -0.3654 -0.5351
N 2.1530 -1.4516 3.0010
C 1.8407 -0.3491 2.0182
C 2.4448 0.9512 2.5555
P 2.9787 -0.7566 0.3937
O 2.9940 -2.3537 0.7764
O 2.6099 1.8074 -0.6942
O 2.0028 -0.8337 -0.9085
P -0.0692 -0.2134 2.2688
O -0.3853 1.3434 2.2343
O -0.2799 -0.8553 3.5786
O -0.8132 -0.7817 1.0372
H 3.0048 -1.2720 3.5317
H 2.2603 -2.3494 2.5172
H 1.3162 -1.4923 3.6427
H 3.5341 0.8779 2.6127
H 2.0603 1.1836 3.5507
H 2.2050 1.7834 1.8970
H 3.6244 -2.8991 0.2827
H -0.6445 1.6873 3.1063
N -1.5441 -0.4756 -1.5916
C -2.5209 0.3755 -0.9067
C -3.7070 -0.1979 -0.4800
C -4.6779 0.5853 0.1171
C -4.4520 1.9450 0.2717
C -3.2604 2.5063 -0.1528
C -2.2616 1.7349 -0.7501
C -0.9686 2.3543 -1.1295
C -0.9594 3.6562 -1.6086
C 0.2381 4.3109 -1.8561
C 1.4422 3.6934 -1.5709
C 1.4365 2.3989 -1.0817
C 0.2503 1.6521 -0.9167
H -1.9204 -1.4218 -1.5967
H -1.4923 -0.1719 -2.5635
H -3.8761 -1.2601 -0.6215
H -5.6055 0.1401 0.4487
H -5.2037 2.5713 0.7328
H -3.0856 3.5626 0.0007
H -1.8948 4.1634 -1.8008
H 0.2350 5.3181 -2.2505
H 2.3803 4.2179 -1.7118
H 3.3537 2.3977 -0.8672
N 0.7952 -3.2763 -2.6784
C 0.3553 -3.6104 -1.4577
O 0.0963 -2.7770 -0.5705
C 0.1721 -5.0724 -1.1843
I 2.0250 -5.7865 -0.3461
H 1.0727 -2.3325 -2.8713
H 1.0271 -3.9769 -3.3637
H -0.0193 -5.6613 -2.0750
H -0.5942 -5.2246 -0.4339
*
```

E_HOMO (spin up / spin down) (eV): -14.0 / -14.0
Energy above the lowest of the compared OMol25 structures with the same formula, charge and spin (eV): 3.0098
HOMO-LUMO gap (spin up / spin down) (eV): 6.9 / 6.9
Strongest force on any atom (Eh/bohr): 0.070

---

3.
DFT (ωB97M-V/def2-TZVPD) results for a single C16H22N2O molecule.

ORCA input file:
```
! RIJCOSX wB97M-V def2-TZVPD def2/J DEFGRID3
* xyz 0 1
C 2.6133 -3.2994 2.1103
C 2.8247 -2.0244 1.3489
C 3.8996 -1.8641 0.4931
C 4.0637 -0.6771 -0.2037
C 3.1699 0.3673 -0.0676
C 2.0769 0.2084 0.7998
C 1.9166 -0.9800 1.4951
H 1.0860 -1.1205 2.1705
O 1.2545 1.2973 0.8986
C 0.0494 1.2039 1.6189
C -1.0293 0.4271 0.8588
C -2.3437 0.4082 1.6353
C -3.4398 -0.4294 0.9713
H -4.1884 -0.6887 1.7230
H -3.0092 -1.3590 0.5944
C -4.1777 0.2835 -0.1689
N -3.3646 0.4883 -1.3363
C -2.9196 -0.4603 -2.1942
N -2.1802 0.0390 -3.1446
C -2.1311 1.3747 -2.9054
C -2.8583 1.6743 -1.7897
H -3.0573 2.6037 -1.2960
H -1.5802 2.0312 -3.5483
H -3.1653 -1.4987 -2.0933
H -4.5328 1.2588 0.1745
H -5.0485 -0.3181 -0.4539
H -2.1494 -0.0066 2.6280
H -2.7011 1.4310 1.7764
H -1.1545 0.8990 -0.1156
H -0.6866 -0.5956 0.6878
H -0.2707 2.2423 1.7520
H 0.2146 0.7702 2.6143
C 3.3306 1.6542 -0.8148
H 3.4163 2.4853 -0.1165
H 2.4526 1.8382 -1.4322
H 4.2133 1.6266 -1.4480
H 4.9067 -0.5630 -0.8700
H 4.6126 -2.6652 0.3658
H 2.4860 -3.0961 3.1728
H 3.4584 -3.9708 1.9831
H 1.7151 -3.8067 1.7576
*
```

E_HOMO (eV): -8.1
Energy above the lowest of the compared OMol25 structures with the same formula, charge and spin (eV): 1.5782
HOMO-LUMO gap (eV): 8.9
Strongest force on any atom (Eh/bohr): 0.014

---

4.
DFT (ωB97M-V/def2-TZVPD) results for a single C16H22N2O3S molecule in a non-equilibrium geometry.

ORCA input file:
```
! RIJCOSX wB97M-V def2-TZVPD def2/J DEFGRID3
* xyz 0 1
C 1.6876 3.2352 1.5065
H 1.5690 2.8989 2.5347
C 2.4334 2.1930 0.6839
C 1.6727 0.8589 0.6732
N 2.2886 -0.1658 -0.1395
C 2.0984 -0.2350 -1.5236
C 1.4739 0.9845 -2.1761
O 2.1568 1.8217 -2.7261
N 0.1257 1.1140 -2.1036
C -0.8040 0.2186 -1.5776
C -2.0514 0.6772 -1.1871
C -3.0118 -0.2037 -0.6987
C -2.7187 -1.5640 -0.6047
C -1.4783 -2.0254 -0.9900
C -0.5124 -1.1475 -1.4734
S 1.0384 -1.7491 -2.0056
H -1.2354 -3.0748 -0.9295
H -3.4642 -2.2457 -0.2296
C -4.3226 0.3552 -0.3012
O -4.6059 1.5282 -0.3560
O -5.1752 -0.5851 0.1340
C -6.4551 -0.1194 0.5323
H -6.3607 0.5962 1.3519
H -6.9577 0.3713 -0.3038
H -7.0119 -0.9964 0.8520
H -2.2997 1.7258 -1.2638
H -0.2401 1.9888 -2.4609
H 3.0318 -0.4467 -2.0533
C 3.4128 -0.8804 0.4295
C 3.0251 -1.7912 1.6004
C 1.9213 -2.7725 1.2302
H 2.2171 -3.3742 0.3744
H 1.7084 -3.4364 2.0647
H 1.0094 -2.2392 0.9739
H 3.9208 -2.3382 1.9010
H 2.7087 -1.1912 2.4554
H 4.1841 -0.1734 0.7646
H 3.8447 -1.5008 -0.3578
H 1.6061 0.4794 1.6959
H 0.6498 1.0289 0.3317
H 2.5608 2.5506 -0.3387
H 3.4278 2.0389 1.1070
H 0.6987 3.4159 1.0903
H 2.2331 4.1752 1.5131
*
```

E_HOMO (eV): -8.0
Energy above the lowest of the compared OMol25 structures with the same formula, charge and spin (eV): 0.9600
HOMO-LUMO gap (eV): 8.2
Strongest force on any atom (Eh/bohr): 0.021

---

5.
DFT (ωB97M-V/def2-TZVPD) results for a single C16H22N2O5 molecule.

ORCA input file:
```
! RIJCOSX wB97M-V def2-TZVPD def2/J DEFGRID3
* xyz 0 1
C -7.0106 -0.4996 0.5199
H -7.8688 -1.1247 0.7681
H -7.0575 0.4274 1.0952
O -5.8824 -1.2728 0.8578
C -4.6269 -0.8833 0.4812
C -3.6687 -1.8901 0.5390
C -2.3448 -1.6768 0.2147
C -1.9465 -0.4141 -0.1993
C -2.8905 0.6095 -0.2544
C -4.2201 0.4035 0.0851
O -5.1589 1.4081 0.0604
C -4.7775 2.6837 -0.3837
H -4.4060 2.6612 -1.4139
H -5.6835 3.2873 -0.3439
H -4.0202 3.1314 0.2689
H -2.5650 1.5913 -0.5646
N -0.6285 -0.0910 -0.5385
C 0.4101 -0.9575 -0.7803
O 0.3010 -2.1657 -0.7539
N 1.5948 -0.3453 -1.1445
C 2.0349 0.9607 -0.7069
H 2.6963 1.3640 -1.4806
C 2.8209 0.8595 0.6039
H 2.1943 0.4476 1.3956
H 3.1755 1.8452 0.9069
C 4.0275 -0.0717 0.4171
C 3.5537 -1.4288 -0.1241
H 2.9556 -1.9156 0.6459
H 4.4198 -2.0549 -0.3398
C 2.7208 -1.2271 -1.3897
H 3.3401 -0.7736 -2.1688
H 2.3294 -2.1835 -1.7365
O 4.7057 -0.2706 1.6502
C 6.0006 0.2801 1.5529
H 6.0187 1.2850 1.9961
C 6.2408 0.3402 0.0428
H 6.6578 -0.6062 -0.3276
O 4.9455 0.5476 -0.4689
H 6.8707 1.1712 -0.2728
H 6.6972 -0.3699 2.0830
H 1.2004 1.6502 -0.5772
H -0.4923 0.8770 -0.7844
H -1.6310 -2.4799 0.2611
H -4.0003 -2.8661 0.8548
H -7.0321 -0.2626 -0.5466
*
```

E_HOMO (eV): -7.5
Energy above the lowest of the compared OMol25 structures with the same formula, charge and spin (eV): 2.4422
HOMO-LUMO gap (eV): 8.0
Strongest force on any atom (Eh/bohr): 0.014

---

energy above the lowest of the compared OMol25 structures with the same formula, charge and spin of number 3 (C16H22N2O)?
1.5782 eV